# 1
This record from OMol25 describes a structure of composition C37H38Cl2O2P2Pt at a distorted geometry. The level of theory is wB97M-V/def2-TZVPD.

```
! RIJCOSX wB97M-V def2-TZVPD def2/J DEFGRID3
* xyz 0 3
Pt 0.116 0.059 2.049
C -1.657 1.000 -2.991
C -1.717 -0.325 -2.862
C -1.188 -1.288 -3.887
C 0.175 -0.958 -4.554
C 1.174 -0.158 -3.770
C 1.229 1.176 -3.684
C 0.250 2.133 -4.280
C -1.222 1.671 -4.262
C 1.401 0.607 3.579
H -1.986 1.675 -2.194
H -2.289 -0.794 -2.052
H -1.922 -1.395 -4.705
H -1.105 -2.277 -3.412
H 0.642 -1.936 -4.737
H 0.000 -0.517 -5.545
H 1.992 -0.758 -3.366
H 2.116 1.675 -3.295
H 0.525 2.375 -5.326
H 0.324 3.074 -3.709
H -1.832 2.579 -4.372
H -1.411 1.049 -5.151
H 0.958 1.525 3.996
H 2.443 0.769 3.267
H 1.357 -0.210 4.315
P -1.343 -0.653 0.523
P 1.851 0.165 0.724
C -0.114 -1.165 -0.674
C 1.170 -0.701 -0.681
C -2.449 -2.049 0.812
C -2.525 -3.124 -0.087
C -3.281 -4.251 0.251
C -3.959 -4.321 1.473
C -3.949 -3.210 2.329
C -3.241 -2.065 1.984
C -2.473 0.723 0.163
C -1.985 2.048 0.216
C -2.882 3.119 0.192
C -4.260 2.899 0.096
C -4.737 1.590 -0.017
C -3.857 0.508 0.009
C 3.333 -0.816 1.133
C 3.145 -2.117 1.631
C 4.249 -2.934 1.889
C 5.542 -2.455 1.664
C 5.732 -1.172 1.142
C 4.633 -0.349 0.879
C 2.437 1.850 0.374
C 2.343 2.862 1.345
C 2.745 4.166 1.039
C 3.195 4.479 -0.246
C 3.293 3.472 -1.218
C 2.946 2.155 -0.896
H -0.402 -1.993 -1.326
H 1.882 -1.021 -1.439
H -1.990 -3.090 -1.037
H -3.321 -5.078 -0.458
H -4.490 -5.231 1.756
H -4.492 -3.233 3.273
H -3.272 -1.185 2.631
H -0.907 2.219 0.309
H -2.490 4.135 0.257
H -4.958 3.738 0.108
H -5.808 1.403 -0.114
H -4.241 -0.512 -0.062
H 2.128 -2.477 1.806
H 4.087 -3.950 2.253
H 6.401 -3.084 1.889
H 6.737 -0.809 0.919
H 4.778 0.651 0.466
H 1.941 2.621 2.327
H 2.693 4.938 1.807
H 3.451 5.509 -0.494
H 3.638 3.716 -2.226
H 3.042 1.343 -1.621
Cl -0.384 -2.681 3.664
C -0.973 -1.679 5.034
Cl 0.266 -1.353 6.257
C -1.643 -0.324 4.581
O -2.375 0.141 5.444
O -1.462 0.153 3.378
H -1.766 -2.269 5.514
*
```

Values from the calculation:
total energy	-89945.5125	eV
LUMO (alpha / beta)	0.016 / -0.112	Eh
gap between HOMO and LUMO (alpha / beta)	6.446 / 5.232	eV
highest occupied orbital energy (alpha / beta)	-6.00 / -8.29	eV
ΔE to the lowest compared entry with this formula, charge and spin	0.0000	eV
⟨S²⟩	2.011

# 2
This record from OMol25 describes a structure of composition C37H39CaN4P2. The level of theory is wB97M-V/def2-TZVPD.

```
! RIJCOSX wB97M-V def2-TZVPD def2/J DEFGRID3
* xyz 1 1
Ca 0.922 0.894 0.950
C 3.300 3.505 0.945
P 4.326 2.136 0.193
C 3.250 1.683 -1.227
C 2.543 0.490 -1.365
C 1.664 0.287 -2.425
C 1.490 1.277 -3.379
C 2.232 2.447 -3.282
C 3.105 2.645 -2.228
C 4.037 0.713 1.327
C 4.530 -0.543 0.944
C 4.457 -1.633 1.796
C 3.881 -1.499 3.057
C 3.411 -0.262 3.463
C 3.500 0.838 2.612
C 1.820 3.322 1.120
C 1.078 3.224 2.301
C -0.280 3.106 1.910
C -0.275 3.157 0.509
C -1.392 2.956 -0.481
P -1.611 1.135 -0.706
C -3.253 0.793 0.025
C -3.577 1.336 1.269
C -4.757 0.987 1.907
C -5.630 0.085 1.313
C -5.321 -0.451 0.071
C -4.141 -0.100 -0.571
C -1.867 0.831 -2.479
C -2.291 1.807 -3.377
C -2.441 1.505 -4.723
C -2.181 0.223 -5.184
C -1.774 -0.763 -4.296
C -1.613 -0.456 -2.953
N 0.993 3.248 0.033
H 3.482 4.356 0.285
H 3.776 3.761 1.894
H 2.699 -0.330 -0.673
H 1.126 -0.649 -2.501
H 0.795 1.129 -4.196
H 2.122 3.217 -4.035
H 3.664 3.571 -2.165
H 5.005 -0.652 -0.025
H 4.866 -2.586 1.484
H 3.827 -2.349 3.724
H 2.991 -0.139 4.453
H 3.174 1.804 2.971
H 1.447 3.305 3.314
H -1.133 3.073 2.572
H -1.057 3.378 -1.429
H -2.322 3.444 -0.191
H -2.909 2.043 1.745
H -4.998 1.424 2.868
H -6.552 -0.188 1.808
H -6.007 -1.137 -0.408
H -3.924 -0.520 -1.545
H -2.510 2.811 -3.035
H -2.765 2.274 -5.412
H -2.301 -0.008 -6.235
H -1.575 -1.767 -4.649
H -1.279 -1.220 -2.256
C 0.525 -4.173 -0.822
C 1.772 -3.482 -0.318
N 1.390 -2.283 0.424
C 0.237 -2.221 1.196
N 0.120 -1.152 1.932
C -1.040 -1.055 2.825
C -2.251 -1.792 2.280
C -1.855 -3.211 1.937
N -0.677 -3.208 1.074
C -0.392 -4.444 0.352
H 0.788 -5.108 -1.314
H 0.014 -3.540 -1.552
H 2.417 -3.181 -1.144
H 2.343 -4.168 0.318
H 2.162 -1.870 0.933
H -1.271 0.004 2.971
H -0.775 -1.450 3.811
H -2.623 -1.295 1.383
H -3.058 -1.798 3.012
H -2.657 -3.714 1.396
H -1.649 -3.794 2.841
H -1.347 -4.844 0.009
H 0.050 -5.187 1.025
*
```

Values from the calculation:
total energy	-81977.5469	eV
LUMO	-0.075	Eh
gap between HOMO and LUMO	8.279	eV
highest occupied orbital energy	-10.32	eV

# 3
This record from OMol25 describes a structure of composition C37H39FeN6O3PS2. The level of theory is wB97M-V/def2-TZVPD.

```
! RIJCOSX wB97M-V def2-TZVPD def2/J DEFGRID3
* xyz 1 2
Fe 0.004 -0.301 0.361
C 0.118 -6.244 -1.637
C 0.113 -5.409 -2.743
C 0.403 -4.056 -2.602
C 0.685 -3.526 -1.347
C 0.690 -4.377 -0.240
C 0.416 -5.727 -0.382
P 1.068 -1.776 -1.026
C 1.221 -1.019 -2.679
C 2.381 -0.457 -3.114
C 2.368 0.586 -4.174
C 1.126 0.612 -4.989
C 0.017 -0.067 -4.598
C 0.020 -0.823 -3.410
C 2.730 -1.841 -0.327
C 3.741 -2.667 -0.744
C 4.980 -2.647 -0.070
C 5.155 -1.827 1.013
C 4.117 -0.980 1.478
C 4.268 -0.154 2.619
C 3.226 0.643 3.007
C 2.002 0.654 2.295
C 1.771 -0.136 1.187
C 2.877 -0.965 0.787
H -0.097 -7.299 -1.752
H -0.103 -5.810 -3.725
H 0.417 -3.424 -3.481
H 0.937 -3.985 0.742
H 0.439 -6.377 0.484
H 3.309 -0.641 -2.584
H 3.249 0.534 -4.818
H 1.126 1.201 -5.899
H -0.884 -0.018 -5.197
H -0.896 -1.271 -3.045
H 3.588 -3.349 -1.575
H 5.782 -3.295 -0.400
H 6.099 -1.828 1.548
H 5.203 -0.169 3.169
H 3.330 1.273 3.884
H 1.211 1.304 2.654
C 4.616 2.057 -0.071
C 3.700 2.049 -1.223
N 2.379 2.001 -1.050
C 1.740 2.089 -2.194
C 2.568 2.043 -3.433
S 4.251 2.183 -2.825
C 0.308 2.203 -2.200
C -0.328 3.065 -3.050
S -1.930 3.271 -2.549
C -1.680 2.146 -1.239
N -0.473 1.660 -1.193
C -2.824 1.853 -0.332
H 4.171 1.494 0.747
H 4.712 3.097 0.261
H 5.606 1.682 -0.324
H 2.344 2.810 -4.170
H 0.096 3.613 -3.877
H -3.757 2.211 -0.768
H -2.660 2.333 0.633
H -2.885 0.784 -0.148
N -0.580 -1.613 1.797
N -1.181 -0.842 2.827
C -1.562 0.475 2.475
O -2.432 1.027 3.127
O -0.920 0.962 1.470
H -1.255 -2.248 1.381
H 0.202 -2.127 2.189
H -1.858 -1.328 3.394
C -3.455 -0.157 -2.871
N -3.945 -1.364 -2.247
C -5.176 -1.902 -2.813
C -5.902 -2.745 -1.790
C -4.939 -3.790 -1.276
N -3.719 -3.160 -0.788
C -2.903 -3.994 0.069
C -3.250 -1.957 -1.229
O -2.239 -1.431 -0.727
H -4.128 0.685 -2.690
H -3.383 -0.304 -3.953
H -2.472 0.078 -2.478
H -4.957 -2.491 -3.712
H -5.792 -1.057 -3.125
H -6.775 -3.220 -2.235
H -6.242 -2.115 -0.966
H -4.699 -4.510 -2.068
H -5.375 -4.352 -0.449
H -3.288 -4.022 1.093
H -1.881 -3.639 0.058
H -2.888 -5.013 -0.325
*
```

Values from the calculation:
total energy	-119425.3817	eV
LUMO (alpha / beta)	-0.174 / -0.176	Eh
gap between HOMO and LUMO (alpha / beta)	4.869 / 4.833	eV
highest occupied orbital energy (alpha / beta)	-9.61 / -9.61	eV
ΔE to the lowest compared entry with this formula, charge and spin	3.2844	eV
⟨S²⟩	0.792